Record 1
Computed, not measured: C12H32N2O5Rb as an isolated structure in a non-equilibrium geometry, with ωB97M-V with the def2-TZVPD basis set.

Results
HOMO-LUMO gap: 8.37 eV
Electronic energy: -26827.7982 eV
LUMO: -0.0973 Ha
Relative energy (zero: lowest compared OMol25 entry of this formula, charge and spin): 55.0 kcal/mol
Charge: +1

Geometry as XYZ:
```
52
C12H32N2O5Rb ωB97M-V with the def2-TZVPD basis set
Rb 1.99104 -13.48719 -2.58648
C -0.19765 -15.17033 3.71726
O -0.60062 -14.85395 2.36928
C 0.57358 -14.70044 1.54392
C 1.06678 -13.20760 1.50866
N 2.08943 -13.02000 0.41338
C 2.59690 -11.67511 0.08881
C 1.52376 -10.60673 -0.22162
O 0.73623 -11.13645 -1.27942
C -0.17927 -10.13645 -1.76213
H -1.04978 -15.15511 4.39677
H 0.55925 -14.47249 4.07535
H 0.29555 -16.12159 3.91715
H 0.27266 -14.92183 0.51994
H 1.31406 -15.42573 1.88118
H 1.57154 -12.86675 2.41261
H 0.11324 -12.68100 1.54814
H 2.79812 -13.73935 0.39368
H 3.21394 -11.57938 -0.80461
H 3.24295 -11.29088 0.87817
H 2.01006 -9.73686 -0.66314
H 0.90441 -10.34012 0.63478
H -0.91804 -10.66013 -2.36883
H 0.27165 -9.41894 -2.44766
H -0.63266 -9.61299 -0.92039
C 2.14459 -16.67497 -1.23805
O 3.11898 -15.58218 -1.21566
C 4.40891 -15.91625 -0.73545
C 4.58448 -15.78160 0.78582
N 4.72937 -14.28431 1.06873
C 4.99982 -13.76492 2.34169
C 6.05412 -12.66338 2.16126
O 6.88603 -12.87345 1.02365
C 8.16694 -12.22838 1.13830
H 2.36638 -17.57748 -1.80758
H 1.22652 -16.25511 -1.64912
H 1.87742 -16.96048 -0.22060
H 5.16103 -15.25261 -1.16205
H 4.74420 -16.89238 -1.08597
H 5.36525 -16.43657 1.17248
H 3.69005 -16.12604 1.30491
H 5.57142 -13.97076 0.60748
H 5.55976 -14.53447 2.87305
H 4.20526 -13.46078 3.02306
H 6.58746 -12.47815 3.09364
H 5.45666 -11.75278 2.11725
H 8.08390 -11.21764 1.53780
H 8.55796 -12.01805 0.14283
H 8.83234 -12.86032 1.72651
O -0.44511 -13.45263 -4.11700
H -1.32425 -13.43072 -3.73902
H -0.58494 -13.33612 -5.05674
```


Record 2
Computed, not measured: C17H9BrNO5Ru as an isolated structure in a non-equilibrium geometry, with ωB97M-V with the def2-TZVPD basis set.

Results
HOMO-LUMO gap (alpha / beta): 6.85 / 7.49 eV
Electronic energy: -102126.9518 eV
LUMO (alpha / beta): -0.0543 / -0.0473 Ha
Relative energy (zero: lowest compared OMol25 entry of this formula, charge and spin): 24.8 kcal/mol
2S+1: 2
Charge: 0

Geometry as XYZ:
```
34
C17H9BrNO5Ru ωB97M-V with the def2-TZVPD basis set
Ru -0.14552 0.26351 -0.55491
O 0.17431 6.38392 -1.00786
C 0.05315 5.04355 -0.95013
C -1.20004 4.41922 -0.84617
C -1.19746 3.04006 -0.79106
N -0.06087 2.35822 -0.82842
C 1.13153 2.91866 -0.93567
C 1.23572 4.29291 -0.99988
C 2.25374 1.88198 -0.95845
O 3.41027 2.22033 -1.02690
O 1.81291 0.64890 -0.93974
C -2.40694 2.09717 -0.66995
O -3.53370 2.52581 -0.61544
O -2.04729 0.83687 -0.69407
H -0.69454 6.80003 -0.96558
H -2.12920 4.97025 -0.80549
H 2.20369 4.76428 -1.08501
Br -0.07217 0.10970 1.98627
C -0.04476 -1.80095 1.99494
C -0.08942 -2.43474 3.19978
C -0.04923 -3.84687 3.22001
C 0.03351 -4.53679 2.04378
C 0.07952 -3.85910 0.79872
C 0.16519 -4.57314 -0.42303
C 0.22060 -3.90073 -1.61070
C 0.19244 -2.48998 -1.62344
C 0.07634 -1.73819 -0.48637
C 0.03922 -2.44875 0.75516
H -0.15490 -1.87843 4.12452
H -0.08425 -4.36341 4.16843
H 0.06500 -5.61881 2.04295
H 0.19511 -5.65467 -0.38884
H 0.29530 -4.44507 -2.54198
H 0.27274 -1.98575 -2.58545
```


Record 3
Computed, not measured: C52H138F3N12O14Sr as an isolated structure in a non-equilibrium geometry, with ωB97M-V with the def2-TZVPD basis set.

Results
HOMO-LUMO gap (alpha / beta): 7.67 / 2.15 eV
Electronic energy: -111674.7245 eV
LUMO (alpha / beta): -0.1466 / -0.3493 Ha
2S+1: 2
Charge: +2

Geometry as XYZ:
```
220
C52H138F3N12O14Sr ωB97M-V with the def2-TZVPD basis set
Sr -7.07600 2.78770 20.01713
C -8.88107 5.21926 17.36340
O -8.98111 6.41507 18.25995
O -8.16144 4.25597 18.10164
C -10.32835 4.80107 16.80719
F -10.90355 5.84652 16.24042
F -10.20852 3.97429 15.80602
F -11.26226 4.33712 17.62624
C -8.30127 7.63662 17.83416
C -8.35813 8.59794 19.00727
H -7.98773 9.60849 18.83499
H -9.39296 8.60897 19.34951
H -7.80358 8.29751 19.89626
H -8.69245 8.00345 16.88521
H -7.25975 7.53083 17.53063
H -8.36691 5.52977 16.45382
C -8.49083 6.44870 22.08665
C -7.68955 5.30750 21.56512
C -6.45410 4.90919 22.39491
O -5.65021 4.02324 21.59817
C -4.64230 3.38282 22.45504
N -8.62480 4.17173 21.45485
H -8.98127 6.16108 23.01663
H -9.25203 6.67131 21.33890
H -7.95841 7.38194 22.27015
H -7.48734 5.64929 20.55004
H -6.76774 4.33567 23.26715
H -5.96913 5.80561 22.78137
H -4.49318 2.40329 22.00075
H -4.93732 3.15046 23.47831
H -3.71662 3.94717 22.56793
H -9.51386 4.50333 21.10887
H -8.82803 3.92163 22.41206
C -5.78407 11.16806 13.13080
C -4.90782 10.62913 14.27492
C -5.65701 10.23744 15.55972
O -4.53900 10.04689 16.47627
C -5.00281 10.00014 17.83073
N -4.07028 9.52132 13.88924
H -5.15603 11.26377 12.24508
H -6.34212 12.08441 13.32312
H -6.58822 10.46066 12.92825
H -4.11841 11.30366 14.60649
H -6.14487 9.29324 15.31769
H -6.33938 11.03330 15.85818
H -4.13940 9.93068 18.49240
H -5.65075 9.13290 17.95782
H -5.61032 10.88188 18.03463
H -4.66604 8.71702 13.75404
H -3.50545 9.39444 14.71686
C -5.18065 4.99570 10.50429
C -5.78050 3.54624 10.43371
C -6.98962 3.21821 11.38560
O -6.72515 3.48504 12.77184
C -7.74775 2.85368 13.56492
N -6.12534 3.41384 9.00931
H -4.70418 5.13161 11.47516
H -6.00574 5.69839 10.38797
H -4.34339 5.05199 9.80863
H -5.01369 2.81448 10.68792
H -7.16771 2.15445 11.22813
H -7.88187 3.76658 11.08349
H -7.50502 1.79818 13.68790
H -8.75075 2.98945 13.16036
H -7.76464 3.13865 14.61687
H -6.76496 2.66520 8.78452
H -6.72082 4.17226 8.70883
C -12.85478 5.40591 13.42583
C -13.78879 5.43167 14.64332
C -13.87836 4.11511 15.42625
O -14.52000 4.16607 16.67424
C -14.46570 3.02301 17.52413
N -13.50511 6.48102 15.56595
H -11.93348 4.95737 13.79745
H -12.52812 6.43429 13.27154
H -13.22131 4.92768 12.51751
H -14.82884 5.61438 14.37312
H -12.88056 3.68191 15.49567
H -14.41671 3.41621 14.78608
H -14.89782 2.14532 17.04346
H -14.90865 3.13960 18.51322
H -13.42218 2.71972 17.60881
H -12.64200 6.31710 16.06420
H -14.29097 6.38911 16.19371
C -9.44230 10.29373 14.34442
C -10.08348 9.58093 13.13365
C -9.89709 8.04583 13.18530
O -8.60445 7.67286 12.60868
C -8.43660 6.27718 12.62137
N -11.50529 9.87810 13.14055
H -9.93146 10.03429 15.28331
H -9.46513 11.38329 14.32343
H -8.38571 10.07371 14.49713
H -9.60696 9.99577 12.24544
H -10.67570 7.60809 12.56061
H -10.05764 7.58040 14.15776
H -8.49085 5.71449 13.55333
H -7.50123 6.06090 12.10523
H -9.20721 5.79942 12.01639
H -11.75588 10.85566 13.09952
H -11.86569 9.55732 12.25325
C -10.26963 12.77801 19.30339
C -11.32929 12.22469 18.45517
C -11.07440 10.70870 18.13562
O -11.83128 10.49439 17.02180
C -11.93274 9.10626 16.61065
N -12.71470 12.43750 18.88210
H -9.26687 12.62529 18.90434
H -10.31771 12.23896 20.24955
H -10.34608 13.85860 19.42413
H -11.28426 12.74895 17.50059
H -11.34064 10.11728 19.01166
H -10.00164 10.54480 18.03345
H -12.59786 8.54833 17.26976
H -10.97980 8.58115 16.67596
H -12.36705 9.10643 15.61091
H -13.28380 12.13851 18.10312
H -12.77918 13.43901 18.99574
C -2.37378 7.67916 24.13324
C -2.63418 7.72116 22.68620
C -3.18691 9.12581 22.11192
O -4.32020 9.55485 22.85689
C -5.61590 8.98836 22.66175
N -1.37299 7.54511 21.99475
H -1.55745 8.37738 24.31816
H -1.90335 6.72330 24.36376
H -3.24561 7.74270 24.78436
H -3.27554 6.85927 22.50210
H -3.35402 8.97004 21.04614
H -2.48357 9.95624 22.17364
H -6.23123 9.56467 23.35264
H -5.60046 7.91955 22.87506
H -5.98922 9.03082 21.63855
H -0.83529 8.39590 22.07926
H -1.56652 7.53622 21.00351
C -10.86898 0.99213 19.10344
C -10.21013 1.75874 20.27190
C -11.17513 1.80167 21.47700
O -12.24575 2.64139 21.16156
C -13.38750 2.41361 21.93308
N -8.98257 1.11683 20.68978
H -11.07643 -0.06773 19.25099
H -10.31845 1.08283 18.16707
H -11.82370 1.47768 18.90132
H -9.92167 2.72394 19.85566
H -10.64089 2.22821 22.32597
H -11.58206 0.84749 21.81174
H -13.92214 1.57819 21.48103
H -14.12588 3.21499 21.90677
H -13.11993 2.15807 22.95835
H -9.07128 0.79070 21.64156
H -8.98474 0.21492 20.23521
C -8.18707 0.14492 15.85818
C -7.72716 0.01882 17.26248
C -6.68381 -1.16474 17.36208
O -6.50758 -1.43620 18.77799
C -6.02070 -2.77386 18.94464
N -7.08565 1.26390 17.64821
H -8.92378 0.94610 15.79908
H -8.69430 -0.71594 15.42259
H -7.32251 0.30465 15.21388
H -8.54588 -0.22846 17.93825
H -5.73389 -0.79126 16.97964
H -6.87631 -2.05011 16.75614
H -5.07422 -2.82358 18.40631
H -6.79011 -3.52921 18.78476
H -5.81503 -2.87175 20.01056
H -6.13321 1.30601 17.31477
H -7.50118 1.97596 17.06476
C -11.83083 7.56244 19.95226
C -12.40545 6.31728 20.59238
C -13.52870 5.77796 19.73335
O -14.72586 6.57443 19.82298
C -15.73354 6.23645 18.93559
N -11.40754 5.26762 20.52558
H -12.71524 8.15798 19.72584
H -11.30767 7.34290 19.02156
H -11.15599 8.04775 20.65736
H -12.66755 6.41125 21.64622
H -13.76938 4.75290 20.01516
H -13.16306 5.64596 18.71502
H -15.29571 6.34684 17.94352
H -16.62991 6.85492 18.98174
H -16.08892 5.21342 19.05894
H -11.82904 4.41097 20.85510
H -11.19164 5.10055 19.55317
C -4.78443 6.38635 19.46155
C -4.11558 5.21925 18.63689
C -2.82411 4.67250 19.22387
O -2.23323 3.89073 18.25848
C -0.92752 3.45544 18.41308
N -5.11180 4.20153 18.58953
H -4.74841 6.20233 20.53530
H -5.79088 6.64785 19.13481
H -4.23376 7.30780 19.27234
H -3.88648 5.47275 17.60183
H -2.91168 4.26594 20.23141
H -2.23781 5.56887 19.42608
H -0.66630 3.06726 19.39755
H -0.26467 4.31530 18.31620
H -0.68806 2.62476 17.74921
H -5.75853 4.36331 17.83081
H -4.74761 3.28881 18.35620
C -0.62023 5.91770 13.21401
C -1.64022 5.93113 14.37523
C -3.11847 5.90151 13.83891
O -4.10254 6.36928 14.75435
C -5.45603 5.92589 14.53752
N -1.34608 4.90583 15.35661
H -0.81583 5.03458 12.60579
H 0.43341 5.91731 13.49320
H -0.78862 6.76319 12.54701
H -1.46394 6.91155 14.81772
H -3.31621 4.89129 13.48050
H -3.13280 6.56553 12.97463
H -5.52377 4.84519 14.66238
H -5.66162 6.29057 13.53111
H -6.11447 6.33688 15.30279
H -0.56469 5.27554 15.87897
H -2.11767 4.86208 16.00689
```


Record 4
Computed, not measured: one molecule with the formula C3H7NO2S in a non-equilibrium geometry, with ωB97M-V with the def2-TZVPD basis set.

Results
HOMO-LUMO gap: 7.86 eV
Electronic energy: -19637.4928 eV
LUMO: -0.0021 Ha
Relative energy (zero: lowest compared OMol25 entry of this formula, charge and spin): 187.1 kcal/mol
Charge: 0

Geometry as XYZ:
```
14
C3H7NO2S ωB97M-V with the def2-TZVPD basis set
C -0.91155 1.00353 2.32451
C 0.56620 0.66563 -2.53137
C 0.44319 -1.30445 -0.34536
N 0.14682 -1.51119 0.92259
O 0.13216 -2.51219 1.61346
O 0.07713 -0.15916 1.61746
S 0.47021 0.42672 -0.69394
H -0.61916 1.89103 2.86992
H -1.29480 1.36769 1.34991
H -1.54915 0.12757 2.68270
H 0.56738 1.68832 -2.84732
H -0.24688 0.18044 -2.99389
H 1.54007 0.26991 -2.88112
H 0.67839 -2.13387 -1.08754
```


Record 5
Computed, not measured: C23H22CaCl4F2N4O3S as an isolated structure in a non-equilibrium geometry, with ωB97M-V with the def2-TZVPD basis set.

Results
HOMO-LUMO gap: 7.26 eV
Electronic energy: -121112.0870 eV
LUMO: 0.0125 Ha
Relative energy (zero: lowest compared OMol25 entry of this formula, charge and spin): 28.6 kcal/mol
Charge: 0

Geometry as XYZ:
```
60
C23H22CaCl4F2N4O3S ωB97M-V with the def2-TZVPD basis set
Ca -0.11994 0.78652 -0.35222
F 3.42930 1.79350 5.13635
C 2.33310 1.42594 4.44951
C 2.48202 0.52882 3.42885
C 1.35989 0.11093 2.67991
C 0.07787 0.64628 3.02120
C 0.05329 1.58031 4.05585
F -1.13659 2.13143 4.37563
C 1.12814 1.99593 4.79766
C -1.28412 0.20294 2.55363
C -2.15048 -0.32914 3.50500
C -3.45390 -0.63514 3.16428
C -3.87323 -0.42798 1.86009
C -2.94935 0.05459 0.95798
N -1.69465 0.38317 1.29203
H 3.47764 0.16981 3.21571
H 1.03613 2.74171 5.57323
H -1.78914 -0.48525 4.51305
H -4.13584 -1.03123 3.90838
H -4.88326 -0.65049 1.54374
H -3.21248 0.20557 -0.08437
N -2.04891 1.73097 -1.83027
C -1.69251 1.71241 -3.26022
C -2.46813 0.65077 -4.02359
C -2.39926 -0.76621 -3.45183
C -0.98267 -1.31408 -3.27510
N -0.47919 -1.07262 -1.90907
H -3.01970 1.99433 -1.70728
H -1.52450 2.46540 -1.35474
H -0.61932 1.52043 -3.32864
H -1.86316 2.67707 -3.73941
H -2.08948 0.63842 -5.05007
H -3.51825 0.95552 -4.08977
H -2.96328 -1.42838 -4.11031
H -2.90225 -0.79607 -2.48024
H -0.30008 -0.81989 -3.97175
H -0.96417 -2.37681 -3.51789
H 0.47050 -1.42922 -1.82474
H -1.00296 -1.65193 -1.25320
Cl 2.84993 -0.04521 -1.73454
C 2.84922 -1.75290 -1.42110
C 2.74456 -2.60349 -2.50826
C 2.65788 -3.97034 -2.29185
C 2.66064 -4.48239 -1.00671
C 2.77288 -3.61957 0.07322
Cl 2.74192 -4.32001 1.65355
C 2.88839 -2.23567 -0.10226
S 3.20361 -1.15000 1.23655
H 2.72703 -2.19099 -3.51002
H 2.58169 -4.64397 -3.13703
H 2.58048 -5.54748 -0.83009
Cl 1.51471 4.34732 2.12879
C 1.87705 3.86078 0.46935
Cl 3.43266 2.99840 0.39812
C 0.74265 3.02755 -0.18782
O -0.38196 2.99106 0.36073
O 1.03284 2.39036 -1.24195
H 1.99568 4.77370 -0.10230
O 0.67250 -0.85862 0.63054
N 1.52854 -0.85689 1.70572
```